This record from the Open Molecules 2025 dataset describes C49H61BiN2O2S2Sb3Se2 as an isolated structure in a non-equilibrium geometry. The level of theory is wB97M-V/def2-TZVPD.

Properties
E_LUMO   1.99 eV
Charge   -1
E   -236694.502 eV
HOMO-LUMO gap   5.61 eV

Element x y z (Å)
Bi (0.14379, -0.64514, 1.93001)
C (-3.90462, 0.82203, -3.55497)
Sb (-3.20507, 0.17936, -1.59700)
C (-4.80456, 1.30683, -0.63676)
C (-4.39919, -1.67361, -1.77514)
C (-4.00656, -2.46548, -2.97468)
C (-4.68098, -2.25574, -4.17969)
C (-4.33156, -2.91574, -5.34500)
C (-3.28619, -3.82607, -5.32501)
C (-2.63452, -4.08096, -4.13212)
C (-2.97801, -3.43186, -2.94209)
C (-2.26842, -3.82340, -1.69939)
Sb (-0.52129, -2.57761, -1.13676)
C (0.44765, -4.44382, -0.60402)
C (0.41214, -2.56647, -3.08407)
H (-4.96140, 0.58028, -3.65395)
H (-3.34306, 0.28765, -4.31963)
H (-3.76604, 1.89311, -3.69255)
H (-5.62344, 1.48330, -1.33286)
H (-4.40989, 2.26802, -0.30485)
H (-5.17883, 0.77118, 0.23299)
H (-5.43675, -1.34378, -1.83836)
H (-4.26035, -2.22441, -0.84571)
H (-5.51460, -1.56426, -4.20110)
H (-4.87524, -2.72107, -6.26123)
H (-2.99627, -4.35001, -6.22744)
H (-1.84080, -4.81897, -4.10631)
H (-1.87845, -4.83386, -1.80717)
H (-2.92132, -3.79467, -0.82685)
H (0.38132, -5.13940, -1.44195)
H (-0.01965, -4.87492, 0.27951)
H (1.49317, -4.25760, -0.38287)
H (0.54251, -3.58426, -3.45012)
H (1.38410, -2.08892, -2.96931)
H (-0.18925, -1.99637, -3.79341)
O (5.38688, -3.58254, 3.91944)
C (5.13069, -3.53596, 2.51859)
C (3.86606, -2.71104, 2.20566)
C (4.17005, -1.25829, 2.63891)
O (3.09221, -0.61781, 3.29684)
C (2.76077, -3.34785, 3.06631)
Se (0.79331, -3.03258, 2.86734)
C (3.64757, -2.93887, 0.69272)
Se (3.07008, -1.51915, -0.53213)
H (6.12265, -4.17964, 4.07204)
H (4.99334, -4.55130, 2.12473)
H (5.98374, -3.07969, 1.99643)
H (4.48109, -0.68938, 1.76002)
H (5.00144, -1.28371, 3.35130)
H (2.84420, 0.16023, 2.78198)
H (2.94798, -3.12199, 4.11217)
H (2.82321, -4.42739, 2.91721)
H (2.92762, -3.74346, 0.57254)
H (4.59023, -3.26580, 0.24848)
S (1.66026, 3.66460, 4.66275)
C (2.78742, 3.83611, 3.35496)
C (3.81949, 4.75159, 3.20371)
C (4.59066, 4.67151, 2.05777)
C (4.33750, 3.70467, 1.08317)
C (3.32431, 2.77890, 1.23907)
C (2.55134, 2.83297, 2.39730)
N (1.54761, 1.95472, 2.73599)
C (0.98848, 2.22487, 3.86139)
C (-0.01121, 1.39806, 4.53550)
C (-0.56913, 1.87924, 5.72832)
C (-1.43765, 1.10516, 6.46880)
C (-1.73111, -0.18226, 6.04210)
C (-1.20270, -0.65025, 4.84969)
C (-0.36322, 0.12208, 4.04988)
H (4.02635, 5.49213, 3.96471)
H (5.40763, 5.36802, 1.91899)
H (4.95886, 3.67985, 0.19727)
H (3.12882, 2.00709, 0.50267)
H (-0.30528, 2.87256, 6.07436)
H (-1.87351, 1.50260, 7.37681)
H (-2.38295, -0.81320, 6.63435)
H (-1.42675, -1.66382, 4.53685)
S (-3.76022, 1.98535, 3.39433)
C (-2.78359, 3.33169, 2.91249)
C (-2.88153, 4.66377, 3.29562)
C (-1.98098, 5.56066, 2.75287)
C (-1.01056, 5.14425, 1.83791)
C (-0.92442, 3.82420, 1.44447)
C (-1.81583, 2.89980, 1.98656)
N (-1.87168, 1.55752, 1.68468)
C (-2.80919, 0.94867, 2.32408)
C (-3.09002, -0.48292, 2.22964)
C (-4.40078, -0.92925, 2.42211)
C (-4.70631, -2.27042, 2.29143)
C (-3.69997, -3.17589, 1.99412)
C (-2.39348, -2.73485, 1.83518)
C (-2.04718, -1.38951, 1.94375)
H (-3.64893, 4.98065, 3.98931)
H (-2.03044, 6.60485, 3.03334)
H (-0.32711, 5.87387, 1.42186)
H (-0.19035, 3.48981, 0.72432)
H (-5.18256, -0.21869, 2.66725)
H (-5.72583, -2.61175, 2.41798)
H (-3.93613, -4.22989, 1.90604)
H (-1.61388, -3.46134, 1.62876)
C (3.19953, 4.00474, -2.77813)
C (2.16330, 3.37039, -3.69977)
Sb (1.56760, 1.36043, -3.03024)
C (0.12124, 1.07506, -4.64867)
C (0.56956, 1.52409, -6.03147)
C (3.17664, 0.21932, -3.95928)
C (4.12041, 0.97554, -4.88518)
H (3.53382, 4.97182, -3.16407)
H (4.07295, 3.35951, -2.67800)
H (2.79612, 4.16135, -1.77595)
H (2.55402, 3.31845, -4.71642)
H (1.25332, 3.97546, -3.72941)
H (-0.77359, 1.61939, -4.34232)
H (-0.12321, 0.01070, -4.64058)
H (0.84914, 2.57812, -6.02458)
H (-0.23263, 1.40083, -6.76507)
H (1.42416, 0.94033, -6.37640)
H (2.69525, -0.60663, -4.48721)
H (3.72671, -0.21499, -3.12367)
H (3.59067, 1.42208, -5.72798)
H (4.87674, 0.29562, -5.28629)
H (4.64248, 1.77346, -4.35455)

Forces on atoms 1 to 3 (eV/Å):
Bi 0.3 0.2 -0.2
C 0.3 -0.1 0.1
Sb -0.7 0.1 -0.3



This record from the Open Molecules 2025 dataset describes C24H37Br15O11S as an isolated structure in a non-equilibrium geometry. The level of theory is wB97M-V/def2-TZVPD.

Properties
E_LUMO   -0.58 eV
Energy relative to the best compared isomer or geometry (same formula, charge and spin)   56.2 kcal per mole
E   -1109477.026 eV
HOMO-LUMO gap   9.37 eV

Element x y z (Å)
O (-0.19538, 3.96319, 7.73899)
C (-1.28816, 4.46354, 7.98125)
O (-2.11922, 4.09101, 9.08977)
C (-3.32042, 4.94345, 9.04461)
C (-3.13202, 6.09307, 8.06889)
C (-1.89207, 5.61713, 7.19238)
H (-3.60016, 5.21203, 10.06330)
H (-4.02827, 4.33147, 8.48558)
H (-2.87431, 6.97971, 8.64816)
H (-4.09695, 6.22332, 7.57892)
H (-1.30475, 6.52652, 7.06527)
H (-2.20579, 5.23528, 6.22084)
O (6.55049, 0.48368, -2.26511)
C (7.75508, 0.33538, -2.10934)
O (8.34910, -0.83017, -1.95878)
C (9.77474, -0.73020, -1.74728)
C (10.13325, 0.65926, -1.97004)
C (8.81773, 1.46685, -1.86993)
H (10.29626, -1.45487, -2.37256)
H (10.04237, -0.84877, -0.69732)
H (10.57726, 0.86927, -2.94311)
H (10.83952, 0.82306, -1.15613)
H (8.85386, 2.24206, -2.63534)
H (8.67560, 2.02030, -0.94171)
O (2.40771, -4.71435, -6.35175)
C (1.86894, -3.63165, -6.42750)
O (0.81826, -3.40249, -7.25077)
C (0.24864, -2.15046, -6.91257)
C (0.78347, -1.81324, -5.58544)
C (2.17701, -2.40778, -5.57486)
H (-0.82374, -2.32739, -6.83014)
H (0.36560, -1.35431, -7.64781)
H (0.17272, -2.27968, -4.81246)
H (0.96506, -0.74816, -5.44152)
H (2.60864, -2.72127, -4.62431)
H (2.76833, -1.66386, -6.10872)
O (-1.97936, 0.59048, 2.98574)
C (-0.98732, 0.56302, 2.20442)
O (-0.17163, 1.67459, 2.17187)
C (1.04784, 1.32222, 1.33504)
C (0.45476, 0.24568, 0.40587)
C (-0.61583, -0.47829, 1.20347)
H (1.92938, 0.92978, 1.84195)
H (1.38191, 2.17000, 0.73689)
H (1.23738, -0.42749, 0.05594)
H (0.06799, 0.64629, -0.53116)
H (-0.40103, -1.44987, 1.64843)
H (-1.44591, -0.74340, 0.54865)
O (-5.10861, -1.26682, -2.77453)
S (-5.10204, -0.71676, -4.11654)
O (-4.04148, 0.15988, -4.56698)
O (-5.29535, -1.89016, -5.27766)
C (-5.85792, -3.11660, -4.93454)
C (-4.65691, -4.11054, -5.02713)
C (-6.71809, 0.21622, -4.37227)
H (-6.65220, -3.32049, -5.65264)
H (-6.28349, -3.10028, -3.93119)
H (-3.96128, -3.63175, -4.33795)
H (-4.35200, -4.22016, -6.06787)
H (-4.81899, -5.08710, -4.57090)
H (-6.60716, 0.79742, -5.28770)
H (-6.59570, 1.02035, -3.64667)
H (-7.53938, -0.48176, -4.20979)
C (1.50963, -6.67442, 0.77617)
Br (0.53407, -6.37240, 2.51046)
Br (3.09850, -5.56623, 0.67473)
Br (0.22557, -6.35473, -0.71686)
H (1.79396, -7.72667, 0.77389)
C (2.70306, 5.91547, -5.89106)
Br (2.10798, 5.39009, -4.11618)
Br (3.95221, 4.60832, -6.79888)
Br (3.50617, 7.75378, -5.80721)
H (1.87813, 6.19287, -6.54729)
C (-4.31656, -2.74726, 7.18745)
Br (-2.48139, -2.31193, 7.87038)
Br (-5.48230, -1.45528, 8.18761)
Br (-4.97089, -4.66092, 7.37282)
H (-4.41872, -2.54362, 6.12152)
C (-8.55615, -0.40425, 2.77518)
Br (-9.06847, -1.19477, 1.05690)
Br (-9.80462, -0.65099, 4.26436)
Br (-8.40493, 1.49489, 2.28247)
H (-7.54028, -0.57856, 3.12974)
C (6.41497, 0.35352, 5.39350)
Br (6.20464, 2.30526, 5.60614)
Br (4.73821, -0.45281, 5.96106)
Br (7.77235, -0.21566, 6.78221)
H (6.70885, 0.10089, 4.37472)

Forces on atoms 1 to 3 (eV/Å):
O -2.9 0.7 0.9
C 2.0 -0.6 0.9
O 1.2 1.7 -2.1



This record from the Open Molecules 2025 dataset describes C3H7N3O as an isolated structure in a non-equilibrium geometry. The level of theory is wB97M-V/def2-TZVPD.

Properties
E_LUMO   0.42 eV
Energy relative to the best compared isomer or geometry (same formula, charge and spin)   97.8 kcal per mole
E   -9738.793 eV
HOMO-LUMO gap   8.63 eV

Element x y z (Å)
C (-1.11837, -0.00540, 0.47843)
C (0.86867, 0.61399, -0.60021)
N (-0.95069, -0.23893, 1.88725)
N (1.82996, 0.67462, -1.49366)
N (0.01958, -1.11461, -0.32816)
C (-0.11846, 1.15229, 0.04375)
O (-2.28147, 0.09714, 0.02414)
H (-1.76359, -0.70689, 2.26829)
H (-0.06563, -0.64935, 2.16242)
H (1.58972, 0.73101, -2.47565)
H (2.78559, 0.60816, -1.16649)
H (0.02698, -1.91311, 0.30130)
H (-0.40972, -1.43879, -1.19211)
H (-0.41256, 2.18987, 0.09071)

Forces on atoms 1 to 3 (eV/Å):
C 0.3 1.7 -0.1
C -0.9 -1.6 0.0
N 0.0 -0.2 -0.1



This record from the Open Molecules 2025 dataset describes C3H6BNO2 in the gas phase in a non-equilibrium geometry. The level of theory is wB97M-V/def2-TZVPD.

Properties
E_LUMO   0.28 eV
Energy relative to the best compared isomer or geometry (same formula, charge and spin)   9.8 kcal per mole
Structure (SMILES)   CC1=NCB(O)O1
E   -9471.484 eV
HOMO-LUMO gap   9.84 eV

Element x y z (Å)
C (-2.13834, -0.95030, 0.10006)
C (-0.78875, -0.25908, -0.12101)
N (-0.66628, 0.97206, -0.30818)
C (0.81271, 1.29230, -0.02082)
B (1.48769, -0.09356, -0.06517)
O (2.72308, -0.59624, 0.02847)
O (0.38669, -1.01595, -0.08046)
H (-2.75025, -0.08562, 0.47128)
H (-2.17820, -1.76573, 0.72606)
H (-2.39280, -1.32288, -0.93159)
H (0.71930, 1.86878, 0.91419)
H (1.19859, 1.96976, -0.78692)
H (3.58658, -0.01354, 0.07410)

Forces on atoms 1 to 3 (eV/Å):
C 0.7 2.9 -2.9
C 0.4 -1.5 0.4
N 1.0 1.2 0.8